(1)
# C5H6N2P

An isolated ion of composition C5H6N2P and charge +1 (ωB97M-V/def2-TZVPD, the Open Molecules 2025 dataset).

Values from the calculation:
* frontier orbital gap: 0.2748 Eh
* energy above the lowest of the compared OMol25 structures with the same formula, charge and spin: 0.0 kJ/mol
* calculated total energy: -644.6193 Ha
* E_HOMO: -13.332 eV
* SMILES: N#[N+]P1C=CC=CC1

```
! wB97M-V def2-TZVPD RIJCOSX def2/J DEFGRID3
* xyz 1 1
C -1.202 -0.928 -0.051
H 0.210 -2.196 0.956
C -1.753 0.292 0.003
P 1.341 -0.067 0.888
H -2.777 0.341 -0.189
H 1.233 2.226 0.156
H -1.376 2.403 -0.397
H 0.523 -2.032 -0.464
N 3.429 0.110 -0.872
C 0.463 1.515 0.231
N 2.515 -0.112 -0.270
C -0.848 1.444 -0.062
H -1.960 -1.652 -0.193
C 0.201 -1.344 0.262
*
```

(2)
# C30H24BaF3N6O2S2

C30H24BaF3N6O2S2 as an isolated structure (ωB97M-V/def2-TZVPD, the Open Molecules 2025 dataset).

Values from the calculation:
* frontier orbital gap: 0.2364 Eh
* energy above the lowest of the compared OMol25 structures with the same formula, charge and spin: 15.8 kJ/mol
* calculated total energy: -2758.3927 Ha
* E_HOMO: -4.050 eV

```
! wB97M-V def2-TZVPD RIJCOSX def2/J DEFGRID3
* xyz -1 1
C 4.060 -0.234 1.479
C 0.769 4.679 0.662
C -6.168 -1.721 1.330
C 3.583 -4.462 -3.270
F -7.158 -0.811 1.304
C 2.604 -1.945 1.966
C 4.705 -2.453 0.929
H -3.127 1.767 0.876
C 1.416 -1.331 -1.283
H 0.656 -3.887 -1.649
H -3.951 -3.023 0.468
H -1.760 3.402 -3.795
C 5.005 -1.098 0.954
C -1.656 -1.125 3.589
C 0.205 7.034 0.236
N 2.887 -0.631 1.970
H 4.239 0.836 1.489
H 5.401 -3.163 0.499
C 2.334 -4.722 -2.722
H -2.861 -2.644 4.194
C -0.546 5.379 -1.317
C -0.463 6.729 -0.918
N -2.359 -0.069 0.359
O 0.293 -1.610 -0.787
C -1.204 5.006 -2.509
N -2.856 -1.660 3.978
C -3.352 0.712 0.775
O 1.977 -0.208 -1.188
H -1.742 -1.977 -0.081
H -0.925 7.496 -1.529
H 1.913 -5.718 -2.783
H 4.135 -5.255 -3.761
H 0.258 0.893 -2.625
C -0.748 1.271 -2.435
H 1.349 6.284 1.902
C -4.616 0.235 1.079
C -3.808 -1.954 0.551
C 3.415 -2.171 -2.557
H -1.652 5.779 -3.125
C -0.691 2.720 -2.039
Ba 0.488 0.672 0.907
N 0.389 -1.549 2.775
C 4.123 -3.184 -3.188
C 1.627 -3.707 -2.091
C 3.497 -2.882 1.444
C -1.267 3.700 -2.879
H 5.098 -2.980 -3.615
S 1.600 3.532 1.666
H 3.220 -3.928 1.427
C -2.582 -1.381 0.254
C 1.304 -2.393 2.485
C -4.837 -1.126 0.963
H 5.936 -0.718 0.557
C 0.036 4.342 -0.537
C 2.164 -2.429 -2.007
H -5.395 0.904 1.413
H -1.176 0.651 -1.645
H 3.815 -1.170 -2.468
F -6.157 -2.249 2.569
N -0.779 -2.059 3.218
H -1.352 1.136 -3.332
C 0.808 6.027 1.000
F -6.521 -2.714 0.491
N -0.083 3.032 -0.915
H -3.452 -1.051 4.510
S -1.478 0.577 3.636
H 0.275 8.066 0.561
H 1.140 -3.467 2.587
*
```

(3)
# C3H14NO3

A 3-piece molecular cluster, C3H14NO3 overall (ωB97M-V/def2-TZVPD, the Open Molecules 2025 dataset).

Values from the calculation:
* frontier orbital gap: 0.4359 Eh
* energy above the lowest of the compared OMol25 structures with the same formula, charge and spin: 221.9 kJ/mol
* calculated total energy: -402.8721 Ha
* E_HOMO: -14.660 eV

```
! wB97M-V def2-TZVPD RIJCOSX def2/J DEFGRID3
* xyz 1 1
O -0.457 1.728 1.478
O 2.391 -0.546 -0.832
C -0.615 1.210 -2.196
H 0.520 0.829 -0.281
H -0.779 1.058 1.915
C -0.556 -0.873 -0.531
H 0.881 -0.461 1.039
H 0.094 2.087 -2.174
C 0.126 -1.227 0.825
H -0.739 -2.078 2.255
H -0.129 -1.372 -1.340
H 2.643 -0.544 0.076
H 2.963 -1.126 -1.366
O -0.917 -1.154 1.769
H -0.347 2.457 2.166
H -1.043 1.173 -0.040
N -0.395 0.627 -0.743
H -1.700 -1.181 -0.547
H -0.383 0.629 -3.007
H 0.622 -2.243 0.792
H -1.695 1.503 -2.202
*
```

(4)
# C14H28ClNiO8S3

C14H28ClNiO8S3 as an isolated structure (ωB97M-V/def2-TZVPD, the Open Molecules 2025 dataset).

Values from the calculation:
* frontier orbital gap (spin up / spin down): 0.2210 / 0.2179 Eh
* energy above the lowest of the compared OMol25 structures with the same formula, charge and spin: 78.2 kJ/mol
* calculated total energy: -4315.2496 Ha
* E_HOMO (spin up / spin down): -3.623 / -3.539 eV

```
! wB97M-V def2-TZVPD RIJCOSX def2/J DEFGRID3
* xyz -1 3
C 35.654 -8.236 33.807
H 38.840 -8.334 36.418
C 40.412 -10.202 38.493
H 41.447 -7.741 37.823
H 36.225 -6.310 33.078
H 34.255 -13.579 35.223
Cl 36.312 -9.787 36.801
O 38.231 -7.817 34.066
H 36.231 -15.174 36.265
C 35.555 -7.122 32.783
C 40.357 -7.823 37.858
H 40.107 -8.618 39.958
H 38.288 -14.903 30.520
H 37.941 -14.948 34.451
H 37.096 -9.605 31.337
C 36.122 -14.069 36.282
S 38.951 -13.419 33.052
S 40.269 -10.185 36.687
O 39.103 -10.947 36.362
O 38.665 -12.542 34.136
H 41.466 -10.260 38.783
C 39.926 -8.421 36.527
H 35.477 -7.987 34.851
H 39.856 -6.875 38.043
H 36.685 -13.203 32.462
C 37.244 -8.613 31.759
C 39.907 -8.828 38.906
H 35.049 -9.127 33.610
H 36.592 -15.050 30.906
H 34.544 -6.728 32.703
O 37.452 -10.204 33.922
C 36.100 -7.654 31.437
H 38.366 -16.691 32.158
C 37.610 -13.407 31.906
Ni 37.271 -11.685 35.582
H 37.710 -12.613 31.167
H 39.587 -15.492 33.971
C 37.566 -14.821 31.336
O 40.210 -13.334 32.353
H 35.270 -8.196 30.981
O 41.522 -10.476 36.039
H 36.463 -6.885 30.759
C 37.854 -15.799 32.516
O 37.332 -13.447 36.554
H 40.341 -8.067 35.588
C 38.643 -15.083 33.625
S 37.326 -8.827 33.563
H 36.866 -16.066 32.884
O 35.777 -12.445 34.439
H 35.463 -13.879 37.157
H 38.262 -8.285 31.551
H 35.403 -14.445 34.257
H 38.810 -8.889 38.927
C 35.343 -13.624 35.021
H 39.967 -11.135 38.827
*
```

(5)
# C30H30N5NaO8

C30H30N5NaO8 as an isolated structure (ωB97M-V/def2-TZVPD, the Open Molecules 2025 dataset).

Values from the calculation:
* frontier orbital gap: 0.2425 Eh
* energy above the lowest of the compared OMol25 structures with the same formula, charge and spin: 26.0 kJ/mol
* calculated total energy: -2199.4281 Ha
* E_HOMO: -2.705 eV

```
! wB97M-V def2-TZVPD RIJCOSX def2/J DEFGRID3
* xyz -2 1
C 1.569 2.127 -0.345
C -1.928 -0.386 -2.720
H 0.016 0.977 3.028
H -4.062 2.901 -0.377
O -3.192 -2.282 -1.042
C -2.884 1.478 0.615
N 0.074 2.000 2.985
H -4.958 1.558 0.352
O -0.227 -2.255 4.876
O -0.370 -0.800 3.163
H 0.088 3.608 -0.819
H -0.727 1.280 -2.144
H -1.030 4.321 3.709
N 0.757 3.883 1.736
H 2.570 4.399 0.770
C 1.341 -2.465 3.097
H 2.501 -3.330 -4.235
H 0.765 5.698 2.724
C -3.493 1.521 -4.093
O -1.272 -2.628 0.116
H 1.519 -1.596 -2.834
C -3.058 -0.767 -3.446
C 0.881 -2.391 -3.201
C 3.139 -4.000 3.162
C -1.596 0.969 -2.708
C 3.549 -3.519 1.927
H -4.708 -0.156 -4.666
H 0.726 -1.099 -1.036
H -2.269 -3.594 -3.005
C -3.829 0.172 -4.120
C 1.442 -3.380 -4.004
H 1.984 4.571 3.318
H 0.167 4.723 4.965
C -0.463 -2.440 -2.842
O 3.829 -4.997 3.807
H -4.285 2.837 1.386
C 0.125 -1.792 3.780
H 2.661 2.034 -0.352
C 0.001 4.163 4.041
H 4.547 -5.260 3.224
C -0.681 -4.478 -4.137
C 3.218 -1.994 -0.069
H 1.107 -5.204 -5.098
C 0.694 2.469 1.836
H -2.076 2.958 -3.357
C 2.018 -3.467 3.772
H -1.302 -5.295 -4.490
N -1.914 0.863 0.665
C 0.665 -4.426 -4.484
C -1.235 -3.502 -3.320
H 1.687 3.959 -1.511
C 0.944 4.645 2.955
C -1.081 -1.381 -1.921
C -2.365 1.913 -3.383
Na -0.316 -1.099 1.102
O 4.381 -2.290 -0.416
H 1.180 5.441 0.450
H 4.438 -3.880 1.421
H 1.667 -3.794 4.741
H 1.236 2.535 4.681
H -4.102 2.253 -4.612
C -4.122 2.242 0.489
H 1.205 1.451 -1.121
C -1.967 -2.179 -0.829
O -0.107 -0.609 -1.244
C 2.794 -2.529 1.315
H -0.483 2.260 4.954
C 0.233 2.681 4.249
N 1.708 -2.019 1.890
N 1.061 1.652 0.930
O 2.321 -1.417 -0.741
H -3.358 -1.804 -3.467
C 1.482 4.400 0.591
C 1.167 3.565 -0.634
*
```

(6)
# C12H13NO3S2

One molecule with the formula C12H13NO3S2 (ωB97M-V/def2-TZVPD, the Open Molecules 2025 dataset).

Values from the calculation:
* frontier orbital gap: 0.2876 Eh
* energy above the lowest of the compared OMol25 structures with the same formula, charge and spin: 207.5 kJ/mol
* calculated total energy: -1541.8138 Ha
* E_HOMO: -8.267 eV
* SMILES: CC(C)S(=O)(=O)c1s[nH]c(=O)c1-c1ccccc1

```
! wB97M-V def2-TZVPD RIJCOSX def2/J DEFGRID3
* xyz 0 1
C -2.945 -1.853 -2.226
H 2.424 0.662 2.387
O 0.803 1.103 -1.551
H -1.524 0.986 0.067
H -3.499 1.392 -1.448
H 0.608 1.740 1.510
C -1.825 -2.110 -1.447
O 3.051 0.495 -0.792
C -3.452 -0.520 -2.240
C -0.268 -1.606 0.272
H -3.340 -2.471 -3.071
O -0.983 -3.898 0.952
C -1.291 -1.155 -0.597
C 2.562 1.678 2.071
C 1.544 1.904 1.013
S 2.128 -1.981 1.166
C 0.993 -0.921 0.369
C -0.175 -2.907 1.090
H 2.292 2.284 2.925
H 1.641 4.111 1.169
C -2.980 0.430 -1.376
H -1.286 -3.061 -1.531
N 1.031 -3.113 1.727
H 0.441 3.610 0.063
H 1.330 -4.090 1.771
H -4.222 -0.280 -2.982
C 1.416 3.342 0.404
H 3.643 1.850 1.670
C -1.910 0.217 -0.513
H 2.164 3.450 -0.405
S 1.628 0.712 -0.449
*
```

(7)
# C4H8CuLiO3

C4H8CuLiO3 as an isolated structure (ωB97M-V/def2-TZVPD, the Open Molecules 2025 dataset).

Values from the calculation:
* frontier orbital gap (spin up / spin down): 0.1649 / 0.2584 Eh
* energy above the lowest of the compared OMol25 structures with the same formula, charge and spin: 221.5 kJ/mol
* calculated total energy: -2030.5558 Ha
* E_HOMO (spin up / spin down): -9.331 / -11.886 eV

```
! wB97M-V def2-TZVPD RIJCOSX def2/J DEFGRID3
* xyz 1 2
O -1.799 -1.488 0.962
H -2.075 0.507 1.000
C -1.386 -0.338 0.808
Cu 3.252 3.781 2.305
C 0.307 1.457 0.501
C -0.055 -0.013 0.325
H 0.247 1.790 1.549
Li -1.688 -3.074 -0.047
O -1.604 -3.017 -1.908
O 2.655 2.137 0.827
H 1.415 -0.171 0.313
H 1.959 1.271 -0.976
H -0.273 2.076 -0.201
H -1.448 -3.713 -2.552
C 1.806 1.418 0.112
H -1.414 -2.164 -2.354
H 0.103 -0.459 -0.666
*
```

(8)
# C2H2FLiO2Ru

C2H2FLiO2Ru as an isolated structure (ωB97M-V/def2-TZVPD, the Open Molecules 2025 dataset).

Values from the calculation:
* frontier orbital gap (spin up / spin down): 0.3182 / 0.2652 Eh
* calculated total energy: -429.6074 Ha
* E_HOMO (spin up / spin down): -13.276 / -14.243 eV

```
! wB97M-V def2-TZVPD RIJCOSX def2/J DEFGRID3
* xyz 1 6
H 0.805 -2.162 -0.293
Li -1.515 0.637 -0.692
C 0.455 -0.040 0.007
H 1.869 -1.385 0.971
Ru -0.770 -1.039 1.851
O -0.357 0.854 1.129
C 0.880 -1.376 0.471
O -1.781 0.447 1.135
F 1.624 0.809 -0.093
*
```

(9)
# C13H17F4N4O3P

A 2-piece molecular cluster, C13H17F4N4O3P overall (ωB97M-V/def2-TZVPD, the Open Molecules 2025 dataset).

Values from the calculation:
* frontier orbital gap: 0.3018 Eh
* calculated total energy: -1691.1906 Ha
* E_HOMO: -8.638 eV
* SMILES: CCNc1cc2nc(O)c(P(N)O)nc2c(C(F)(F)C(F)F)c1C.O

```
! wB97M-V def2-TZVPD RIJCOSX def2/J DEFGRID3
* xyz 0 1
H 4.402 -3.352 0.733
F -4.710 -0.513 0.863
N -1.483 1.785 -0.846
H -3.566 4.893 -0.666
H -2.421 3.996 0.152
N -2.923 4.115 -0.720
C 0.089 2.247 -2.561
H 1.356 2.897 -3.800
H -0.279 5.105 -1.098
C 3.636 -2.705 0.314
F -2.704 -0.680 2.219
H -1.910 -3.064 1.219
C 0.966 -0.913 -1.218
P -2.005 4.158 -2.132
C -2.443 0.177 1.195
C 2.247 -3.043 0.880
H 4.578 0.189 2.787
C -1.069 2.598 -1.777
C 0.516 -1.799 -0.282
F -2.178 1.382 1.791
C 0.312 0.302 -1.425
H 3.629 -2.808 -0.774
H -0.240 -3.264 1.676
N 0.756 1.152 -2.395
H -1.227 -2.104 2.547
H 4.879 -1.069 3.588
H -3.585 -0.018 -0.698
H 3.890 -1.670 0.530
C -0.804 0.619 -0.633
C -1.240 -0.278 0.382
C -0.610 -1.486 0.556
N 1.160 -3.056 -0.115
H 1.983 -2.271 1.607
H 1.514 -3.348 -1.017
O 4.768 -0.749 2.687
O 0.451 3.106 -3.533
C -3.753 0.301 0.331
H 2.258 -3.986 1.428
F -4.230 1.561 0.354
C -1.028 -2.526 1.568
O -0.810 5.266 -1.888
H 1.828 -1.149 -1.829
*
```

(10)
# C6H10

One molecule with the formula C6H10 (ωB97M-V/def2-TZVPD, the Open Molecules 2025 dataset).

Values from the calculation:
* frontier orbital gap: 0.3791 Eh
* energy above the lowest of the compared OMol25 structures with the same formula, charge and spin: 14.4 kJ/mol
* calculated total energy: -234.5970 Ha
* E_HOMO: -9.102 eV
* SMILES: C1=CCCCC1

```
! wB97M-V def2-TZVPD RIJCOSX def2/J DEFGRID3
* xyz 0 1
H 0.381 1.991 0.430
C -0.064 -1.222 0.956
C -1.145 -0.053 -0.920
H -1.514 -2.167 -0.244
H 1.688 -0.246 1.711
C 0.707 0.028 1.307
H 0.868 -0.186 -1.644
H -1.637 -0.326 -1.860
H 1.915 1.271 -0.019
H 0.161 1.416 -1.875
H 0.107 -2.103 1.573
C 0.855 1.045 0.142
H -1.797 0.686 -0.427
C 0.230 0.574 -1.175
H 0.179 0.519 2.137
C -0.955 -1.257 -0.032
*
```

(11)
# C4H6BeO2

C4H6BeO2 as an isolated structure (ωB97M-V/def2-TZVPD, the Open Molecules 2025 dataset).

Values from the calculation:
* frontier orbital gap (spin up / spin down): 0.2971 / 0.2492 Eh
* energy above the lowest of the compared OMol25 structures with the same formula, charge and spin: 0.0 kJ/mol
* calculated total energy: -320.8523 Ha
* E_HOMO (spin up / spin down): -13.930 / -14.099 eV

```
! wB97M-V def2-TZVPD RIJCOSX def2/J DEFGRID3
* xyz 1 2
H -0.250 -2.389 -0.277
C -0.043 -0.417 0.571
C 0.589 0.295 -0.546
H -0.483 1.537 -1.935
H 0.861 -0.359 -1.388
H -0.724 -1.981 2.447
O -0.695 2.321 -0.029
C -0.169 -1.783 0.634
C 0.078 1.677 -0.989
H 1.468 0.463 0.255
O -0.337 -2.495 1.723
H 0.962 2.290 -1.247
Be -1.260 0.841 0.781
*
```

(12)
# C23H49BF3IO10P2

A 3-piece molecular cluster, C23H49BF3IO10P2 overall (ωB97M-V/def2-TZVPD, the Open Molecules 2025 dataset).

Values from the calculation:
* frontier orbital gap: 0.0469 Eh
* calculated total energy: -2962.7597 Ha
* E_HOMO: -0.327 eV

```
! wB97M-V def2-TZVPD RIJCOSX def2/J DEFGRID3
* xyz -2 1
O -4.665 -3.684 2.633
P 2.224 5.047 2.140
H -0.337 -2.107 -5.158
C -2.605 0.496 -0.833
H -3.514 -1.390 -1.718
H -0.318 -7.508 -5.745
H -4.025 -2.732 0.171
C 0.495 1.337 -0.127
H 4.065 6.524 4.201
H 3.994 3.711 0.415
H 3.920 8.223 4.655
H 1.699 7.546 3.772
H 1.948 0.894 1.573
H 2.628 -0.326 -0.733
C 1.158 0.289 0.946
B -4.737 -1.249 1.762
H 3.781 -2.153 0.544
H 1.066 -1.426 -0.585
C 1.257 -3.332 -5.913
P 0.581 -4.958 -3.273
C -3.749 -1.627 0.528
C -3.785 -0.682 -0.794
O 0.706 -4.053 -2.023
H -2.718 -7.078 -5.253
O 2.079 5.277 3.784
C 3.881 7.528 3.812
F -6.688 -0.006 2.766
H -0.601 2.707 1.337
C -1.961 -6.298 -5.129
C 4.418 4.657 0.763
H 1.721 -2.501 -6.454
H 3.119 2.905 4.409
C 4.180 5.758 -0.256
C -5.917 -0.157 1.475
H -1.949 -4.744 0.317
C 2.695 -1.974 0.978
H 2.733 -1.588 2.087
H 0.061 -5.812 -0.638
C 1.911 -0.887 0.029
H -1.652 -0.044 -1.307
H 0.349 0.857 -1.204
H -1.934 -5.686 -6.037
O 2.409 6.760 1.987
O -6.912 -2.934 2.210
C -2.142 1.021 0.647
O -0.663 -5.836 -2.595
C 0.400 -2.816 -4.769
H -1.315 -6.852 -0.954
H -2.883 1.353 -1.597
F -6.886 -0.561 0.393
C 1.462 4.314 4.628
H 2.012 2.546 5.750
C -1.863 -4.789 -0.772
O -0.316 -3.865 -4.135
C 2.548 7.648 3.089
H 0.657 -3.921 -6.615
C -0.600 -6.920 -4.863
H -1.208 2.864 -0.440
F -5.461 1.207 1.120
H 2.475 8.662 2.678
H 0.406 -0.197 1.700
H 4.709 7.755 3.131
C 2.497 3.351 5.189
H 1.302 2.202 -0.285
C -0.882 -5.873 -1.191
H 0.650 3.792 4.111
H 4.541 6.721 0.120
H -1.574 -3.800 -1.138
O 0.441 -5.969 -4.669
H -0.627 -7.632 -4.032
H -4.815 -0.201 -1.068
H 5.494 4.511 0.897
I -3.670 -0.547 3.599
H 2.055 -3.984 -5.542
H 1.014 -2.289 -4.035
H 4.691 5.531 -1.197
H -2.647 -1.730 0.974
C -5.463 -2.684 2.241
H 3.180 3.885 5.862
H 0.998 4.859 5.459
H -2.293 -5.640 -4.321
H 2.102 -2.995 0.896
O 3.875 4.989 2.033
O 2.057 3.513 2.277
C -0.875 2.080 0.379
H -2.942 1.642 1.235
H -2.855 -4.996 -1.194
H -1.710 0.199 1.358
H 3.112 5.872 -0.469
*
```